Below is 8 unconnected molecules or ions with the total composition C24H62N14O8 in a non-equilibrium geometry, with properties calculated with ωB97M-V with the def2-TZVPD basis set.

Geometry as XYZ:
```
108
Properties=species:S:1:pos:R:3:lowdin_charge:R:1
C -2.755 -0.271 1.464 -0.0192
C -3.044 1.290 1.417 -0.4400
C -4.560 1.527 1.641 -0.0196
C -2.137 1.885 2.557 -0.1171
C -1.822 3.393 2.476 -0.1215
C -1.353 3.792 0.995 -0.1204
C -2.365 3.276 0.005 -0.5310
C -3.741 4.083 -0.027 -0.0040
C -1.734 3.601 -1.342 -0.0520
N -2.485 1.845 0.143 -0.0991
O -3.174 1.355 -0.970 -0.0443
H -1.715 -0.440 1.619 0.0181
H -3.135 -0.619 2.426 0.0826
H -3.152 -0.931 0.697 0.0882
H -5.055 1.263 0.675 0.0860
H -4.828 0.737 2.326 0.0725
H -4.884 2.551 1.968 0.0870
H -2.675 1.654 3.462 0.1107
H -1.251 1.222 2.638 0.1008
H -2.708 3.994 2.788 0.1104
H -1.031 3.653 3.178 0.0898
H -0.355 3.479 0.723 0.0834
H -1.340 4.883 0.981 0.1209
H -3.697 5.056 -0.558 0.0937
H -4.174 4.209 0.991 0.0674
H -4.414 3.459 -0.608 0.0637
H -1.487 4.652 -1.243 0.0850
H -2.210 3.469 -2.332 0.0938
H -0.804 3.101 -1.453 0.0541
H -4.099 1.531 -1.054 0.0677
C 3.498 -0.841 1.175 -0.0012
C 2.713 -2.177 1.417 -0.4691
C 2.534 -2.862 0.064 -0.0361
C 3.481 -3.125 2.305 -0.1579
C 3.583 -2.663 3.752 -0.1692
C 2.166 -2.455 4.263 -0.1463
C 1.244 -1.648 3.432 -0.5731
C -0.201 -1.777 3.841 -0.0254
C 1.518 -0.180 3.670 -0.0580
N 1.342 -2.039 2.053 -0.0618
O 0.441 -1.357 1.167 -0.0827
H 4.294 -1.076 0.450 0.0921
H 2.954 -0.025 0.663 0.0706
H 4.042 -0.485 2.042 0.0636
H 2.079 -2.130 -0.587 0.0565
H 3.509 -3.183 -0.265 0.0880
H 1.834 -3.686 0.069 0.0819
H 3.014 -4.120 2.216 0.1306
H 4.481 -3.385 1.957 0.1228
H 4.147 -3.421 4.335 0.1232
H 4.157 -1.765 3.888 0.0933
H 2.212 -2.064 5.305 0.1393
H 1.691 -3.439 4.312 0.1229
H -0.532 -2.830 3.846 0.0980
H -0.838 -1.292 3.147 0.0336
H -0.438 -1.341 4.799 0.0886
H 2.584 0.125 3.610 0.0786
H 1.153 0.211 4.640 0.0907
H 0.986 0.461 2.913 0.0776
H 0.851 -0.433 0.935 0.0919
N -0.058 -0.151 -2.020 0.1942
C 0.957 0.507 -1.456 -0.6782
N 0.658 1.140 -0.297 0.1704
O 2.106 0.429 -1.855 0.0053
H -0.961 -0.072 -1.543 0.1115
H 0.193 -0.956 -2.603 0.0780
H -0.301 1.364 -0.001 0.0865
H 1.303 1.802 0.061 0.0821
N 2.500 2.972 4.357 0.1785
C 2.128 3.481 3.192 -0.6691
N 2.503 4.800 3.097 0.1439
O 1.599 2.840 2.283 0.0170
H 2.268 2.023 4.548 0.0631
H 2.683 3.532 5.166 0.1093
H 2.332 5.215 2.207 0.0909
H 3.262 5.253 3.617 0.1127
N 3.433 -1.812 -3.299 0.1694
C 3.084 -1.433 -4.544 -0.7736
N 2.723 -0.163 -4.650 0.1584
O 3.048 -2.179 -5.471 0.0276
H 3.384 -2.818 -3.123 0.1142
H 3.044 -1.234 -2.557 0.0519
H 2.855 0.365 -3.795 0.0674
H 2.960 0.361 -5.521 0.1367
N -1.441 -1.910 -5.624 0.1907
C -0.300 -2.425 -5.254 -0.6829
N 0.363 -3.126 -6.229 0.1610
O 0.162 -2.269 -4.129 -0.0051
H -1.771 -2.286 -6.479 0.1012
H -2.077 -1.424 -5.024 0.0873
H 0.143 -2.861 -7.165 0.0884
H 1.366 -3.219 -6.010 0.0857
N -2.980 0.887 -4.719 0.1111
C -1.854 1.451 -5.454 -0.5657
N -0.677 1.545 -4.590 0.1261
O -1.902 1.937 -6.577 0.0244
H -2.934 0.987 -3.696 0.0735
H -3.838 1.196 -5.126 0.0767
H -0.719 0.926 -3.785 0.0222
H 0.298 1.748 -4.932 0.1125
N -1.757 -4.843 0.764 0.1333
C -1.910 -4.418 -0.584 -0.6343
N -1.180 -3.285 -0.939 0.1424
O -2.579 -5.056 -1.379 0.0232
H -1.193 -4.343 1.456 0.0846
H -1.958 -5.800 0.888 0.0721
H -0.403 -3.117 -0.274 0.0615
H -0.879 -3.255 -1.926 0.0917
```

## Properties
ΔE to the lowest compared entry with this formula, charge and spin in eV: 0.000
LUMO level in eV: 0.2
Molecular weight in g/mol: 674.85
Highest occupied orbital energy in Ha: -0.3176
HOMO-LUMO gap in eV: 8.854

---

Below is a molecular structure, C24H63Cl4N2O21P4V in a non-equilibrium geometry, with properties calculated with ωB97M-V with the def2-TZVPD basis set.

Geometry as XYZ:
```
119
Properties=species:S:1:pos:R:3:lowdin_charge:R:1
O -0.942 0.778 1.508 -0.3312
V 0.018 0.704 0.254 0.8699
O -0.812 0.140 -0.978 -0.3317
C 0.040 5.015 -1.216 -0.0848
C 0.728 4.019 -0.296 -0.4501
O 0.214 2.753 -0.351 -0.3266
H -0.929 5.330 -0.826 0.0606
H -0.033 4.800 -2.284 0.0589
H 0.717 5.882 -1.218 0.0733
H 0.842 4.496 0.696 0.0909
H 1.787 4.021 -0.643 0.0766
C -4.779 0.209 -1.280 0.0157
C -4.378 -1.202 -0.920 -0.5495
O -4.866 -2.174 -1.487 0.0181
N -3.500 -1.341 0.106 0.0252
C -3.048 -2.630 0.544 -0.0739
H -5.200 0.250 -2.278 0.0835
H -3.835 0.760 -1.226 0.0702
H -5.496 0.623 -0.573 0.0754
H -3.427 -0.529 0.710 0.0889
H -2.953 -2.712 1.622 0.0755
H -2.113 -2.891 0.033 0.0562
H -3.703 -3.410 0.147 0.0879
C -6.000 2.169 2.369 0.0014
C -4.681 2.063 1.643 -0.5577
O -3.947 1.095 1.783 0.0145
N -4.317 3.165 0.950 0.0288
C -3.014 3.351 0.340 -0.0577
H -5.863 2.672 3.331 0.0875
H -6.457 1.200 2.532 0.0845
H -6.682 2.864 1.871 0.0769
H -4.894 3.982 1.055 0.1323
H -3.153 3.846 -0.627 0.0876
H -2.554 2.407 0.064 0.0624
H -2.341 4.009 0.890 0.0670
C 2.794 -3.070 0.239 -0.0597
O 2.101 -3.218 1.494 -0.2028
P 0.645 -2.626 1.685 0.3820
O 0.389 -1.478 0.822 -0.2233
O -0.290 -3.890 1.544 -0.2193
C -0.139 -4.996 2.430 -0.0736
O 0.603 -2.320 3.231 -0.2114
C -0.554 -1.735 3.852 -0.0450
H 2.171 -2.564 -0.494 0.0775
H 3.048 -4.078 -0.089 0.0983
H 3.757 -2.570 0.344 0.0832
H 0.704 -4.927 3.117 0.0912
H -0.059 -5.951 1.917 0.0937
H -1.036 -5.029 3.050 0.0967
H -1.499 -1.877 3.326 0.0880
H -0.365 -0.697 4.103 0.0730
H -0.695 -2.340 4.750 0.0973
C 3.755 -0.842 2.699 -0.0700
O 3.741 0.492 3.239 -0.1868
P 2.404 1.328 3.086 0.3793
O 1.667 1.112 1.844 -0.2240
O 1.582 0.926 4.369 -0.2147
C 1.922 1.353 5.691 -0.0722
O 2.839 2.802 3.441 -0.1958
C 3.553 3.572 2.485 -0.0740
H 2.997 -1.427 3.220 0.0799
H 4.730 -1.272 2.906 0.1036
H 3.522 -0.834 1.637 0.0545
H 1.289 2.157 6.058 0.0648
H 2.951 1.714 5.751 0.0897
H 1.846 0.475 6.328 0.0974
H 3.021 4.464 2.157 0.0929
H 3.747 3.036 1.549 0.0763
H 4.541 3.857 2.845 0.0964
C 2.022 -1.292 -4.220 -0.0422
O 3.086 -1.063 -3.251 -0.1847
P 3.048 0.197 -2.335 0.3732
O 2.005 0.223 -1.305 -0.2330
O 4.513 0.121 -1.683 -0.1833
C 4.708 0.787 -0.441 -0.1200
O 3.128 1.418 -3.344 -0.1977
C 3.372 2.708 -2.774 -0.0742
H 2.187 -0.808 -5.175 0.0742
H 1.073 -1.022 -3.757 0.0670
H 2.016 -2.373 -4.329 0.0746
H 5.420 1.610 -0.498 0.0944
H 5.161 0.058 0.238 0.0843
H 3.801 1.100 0.080 0.0580
H 4.458 2.851 -2.766 0.0962
H 3.110 2.797 -1.717 0.0669
H 2.903 3.481 -3.370 0.0839
C -0.159 -6.995 -4.406 -0.0975
O -1.061 -5.895 -4.282 -0.2070
P -0.422 -4.441 -4.154 0.3441
O 0.231 -3.910 -5.344 -0.2145
O -1.653 -3.695 -3.554 -0.2099
C -1.726 -2.326 -3.118 -0.0516
O 0.578 -4.593 -2.903 -0.2175
C 0.036 -4.853 -1.614 -0.1012
H 0.749 -6.687 -4.927 0.0886
H -0.642 -7.756 -5.015 0.0892
H 0.090 -7.419 -3.433 0.0835
H -2.224 -2.270 -2.153 0.0644
H -2.353 -1.830 -3.850 0.0773
H -0.738 -1.899 -2.953 0.0684
H -1.050 -4.909 -1.544 0.0975
H 0.315 -4.022 -0.969 0.0573
H 0.501 -5.759 -1.226 0.0939
Cl -1.836 1.047 -4.386 0.5755
C -0.394 1.910 -3.748 -0.6311
C 0.260 2.713 -4.842 -0.6640
Cl 0.931 1.710 -6.144 0.5810
H 0.319 1.152 -3.430 0.0296
H -0.686 2.475 -2.865 0.0582
H 1.074 3.291 -4.408 0.0433
H -0.429 3.413 -5.310 0.0683
Cl -1.553 2.739 5.795 0.5464
C -1.367 2.566 4.020 -0.6323
C -0.502 3.677 3.431 -0.6624
Cl -1.207 5.299 3.594 0.5550
H -2.320 2.467 3.505 0.0624
H -0.868 1.612 3.876 0.0273
H -0.549 3.470 2.362 0.0380
H 0.530 3.660 3.765 0.0524
```

## Properties
LUMO level in eV: 0.2
Molecular weight in g/mol: 1032.41
Highest occupied orbital energy in Ha: -0.3107
HOMO-LUMO gap in eV: 8.662

---

Q: Which of these has the lowest highest occupied orbital energy?
A: C24H62N14O8